DFT (wB97M-V/def2-TZVPD) results for a molecular structure, C34H59BrNP3Sn at a distorted geometry.

```
99
C34H59BrNP3Sn wB97M-V/def2-TZVPD
Sn 0.345 0.138 1.087
Br 3.063 2.068 3.398
P 0.150 -1.720 2.797
P -1.039 -0.775 -1.035
P -0.966 3.307 -0.127
N 0.917 -2.590 -6.386
C 4.849 0.706 -0.257
C -0.898 0.036 -2.661
C 2.873 -0.666 -3.165
C -2.035 -3.076 3.814
C -3.432 4.603 -0.900
C 3.704 0.663 -1.089
C -0.584 -2.517 -1.386
C -0.974 5.663 1.529
C -1.664 -3.418 -1.975
C 0.944 -0.960 4.272
C 1.619 -3.314 -5.513
C 0.325 4.313 -0.983
C -3.877 -0.913 -1.677
C 2.397 -1.313 -4.372
C -1.394 4.196 1.438
C -1.507 -0.697 -3.861
C 0.431 -1.636 5.554
C 2.404 -2.721 -4.503
C 1.096 -1.269 -6.416
C 3.544 -0.118 -2.281
C -0.112 5.570 -1.731
C 1.864 -0.586 -5.458
C 2.544 1.342 -0.654
C 3.444 1.493 1.548
C 1.475 -4.191 3.122
C -2.299 -0.535 3.404
C -2.439 3.474 -1.196
C 4.695 1.041 1.115
C 2.481 -1.003 4.184
C 2.437 1.867 0.637
C 2.120 -2.617 1.158
C 0.991 -3.157 2.094
C -2.828 -0.737 -0.585
C -1.674 -1.879 2.941
H -1.341 1.038 -2.587
H -2.582 -0.887 -3.756
H 0.819 3.623 -1.691
H -3.801 -0.153 -2.459
H 0.175 0.180 -2.848
H 1.827 -5.077 2.575
H 0.543 -0.748 -7.211
H -0.656 -1.515 5.680
H -1.392 -0.102 -4.779
H -2.978 -1.505 0.188
H 0.224 -3.643 1.455
H -3.389 -0.665 3.523
H -2.156 0.263 2.650
H 2.885 -0.373 4.992
H -1.142 6.033 2.553
H 2.072 0.476 -5.558
H 0.599 0.099 4.257
H 0.667 -4.529 3.784
H -1.571 6.302 0.857
H 0.274 -2.475 -2.073
H 5.822 0.401 -0.665
H -4.885 -0.826 -1.253
H -2.474 4.090 1.620
H -0.203 -2.955 -0.451
H 1.110 4.579 -0.258
H -2.986 0.232 -0.087
H 1.478 -4.402 -5.590
H 1.734 -1.901 0.388
H 1.647 1.285 -1.309
H 0.930 -1.163 6.416
H -2.029 -2.073 1.907
H -3.838 -1.900 -2.150
H -1.271 -4.434 -2.122
H -2.959 2.503 -1.111
H 2.909 -2.102 1.744
H -4.317 4.495 -1.549
H -2.011 -3.084 -2.960
H -1.005 -1.654 -4.056
H -3.792 4.568 0.137
H -3.005 5.597 -1.107
H -2.104 3.541 -2.242
H 2.872 -2.027 4.292
H -0.898 3.613 2.236
H -1.679 -2.959 4.845
H 0.683 -2.711 5.555
H 1.583 2.440 1.018
H -1.621 -3.998 3.391
H 0.760 6.026 -2.222
H -1.881 -0.185 4.368
H 2.296 -3.808 3.741
H -2.540 -3.504 -1.321
H 2.856 -0.573 3.244
H 2.575 -3.460 0.598
H -0.831 5.339 -2.523
H 3.017 -3.333 -3.835
H -0.529 6.334 -1.061
H 0.096 5.790 1.306
H -3.127 -3.174 3.827
H 5.547 0.982 1.808
```

The LUMO energy (spin up / spin down) comes out at -0.250 / -0.250 hartree. Its total charge is +2. For the HOMO-LUMO gap (spin up / spin down), the calculation gives 5.830 / 5.830 eV. The energy relative to the best compared isomer or geometry (same formula, charge and spin) comes out at 2.9 kcal per mole.

Here are the Mulliken charges for atoms 1 to 8, given in e: number 1, Sn, carries 0.532; number 2, Br, carries -0.099; number 3, P, carries -0.864; number 4, P, carries 1.140; number 5, P, carries 0.865; number 6, N, carries -0.545; number 7, C, carries -1.042; number 8, C, carries 0.934

DFT (wB97M-V/def2-TZVPD) results for a molecular structure, C34H59ClGdN2O2Si at a distorted geometry.

```
100
C34H59ClGdN2O2Si wB97M-V/def2-TZVPD
Gd 0.311 0.082 1.594
Cl 1.001 -0.713 4.430
Si -2.176 -3.650 -0.614
O -1.910 -1.352 -3.119
O -1.458 0.857 0.215
N 2.519 -0.294 1.251
N 1.413 2.106 2.331
C -0.868 2.761 3.955
C -1.778 1.758 -2.051
C 0.599 5.477 0.948
C -1.170 -2.045 -0.312
C 2.281 -2.607 0.426
C 3.606 0.081 1.939
C 2.933 3.300 3.883
C 1.272 4.278 1.164
C 3.243 0.639 -1.355
C -3.398 2.242 0.942
C -0.965 1.814 -0.779
C 0.087 -0.834 -4.459
C 4.881 -0.680 1.736
C 2.581 -1.249 0.178
C -3.227 -1.277 -3.705
C 2.273 -3.502 -0.644
C -3.315 -0.396 -4.939
C -0.392 3.685 2.868
C -1.680 -4.850 0.747
C -0.552 -0.837 3.597
C 2.587 2.125 2.994
C 2.570 -3.054 -1.937
C 2.884 -1.712 -2.163
C 2.911 -0.800 -1.117
C -4.011 -3.253 -0.579
C 1.916 -3.078 1.806
C -0.558 5.785 1.667
C -0.890 -1.894 -3.990
C 0.751 3.359 2.102
C 3.570 1.130 2.870
C 2.539 3.988 0.425
C -1.047 4.890 2.617
C -1.869 -4.590 -2.211
C -2.901 0.882 0.526
H -4.315 -2.895 0.414
H -1.222 -1.846 0.781
H 0.823 -3.050 1.984
H -4.396 2.113 1.364
H -2.822 -0.859 -5.801
H -1.071 6.735 1.493
H -1.292 -0.256 4.155
H -1.364 -2.389 -4.859
H -3.878 -0.888 -2.906
H 5.643 -0.257 2.397
H -0.042 2.300 4.516
H -1.332 2.418 -2.806
H -3.486 2.917 0.087
H -3.013 0.147 1.333
H -0.417 -0.020 -4.996
H -0.135 -2.193 -0.640
H -2.414 -5.547 -2.189
H 3.433 4.232 1.017
H -2.451 -5.622 0.880
H 2.570 -3.757 -2.769
H -4.261 -2.475 -1.313
H -1.947 5.130 3.200
H 3.397 4.116 3.307
H 2.216 -4.127 1.926
H -3.433 0.495 -0.354
H 4.766 -1.747 1.979
H 2.400 -2.505 2.607
H -0.741 -5.363 0.492
H -1.539 -4.343 1.709
H 2.349 1.283 -1.358
H 2.038 -4.551 -0.448
H 3.708 0.745 -2.344
H -2.893 0.601 -4.766
H -4.618 -4.137 -0.812
H 5.242 -0.605 0.700
H 2.588 4.600 -0.485
H 2.062 3.707 4.417
H -2.782 2.721 1.706
H -1.506 1.950 3.565
H -0.357 -2.666 -3.406
H 3.947 1.047 -0.617
H -1.481 3.329 4.671
H -3.560 -2.301 -3.950
H 3.128 -1.357 -3.169
H -1.571 -1.166 -0.882
H 0.800 -1.299 -5.148
H 3.665 2.975 4.632
H -0.822 -1.896 3.506
H 4.451 1.245 3.496
H 2.619 2.939 0.118
H -2.807 2.094 -1.872
H -0.997 2.808 -0.316
H 0.091 1.548 -0.963
H -2.214 -4.045 -3.100
H -0.805 -4.828 -2.356
H 1.004 6.179 0.216
H -1.800 0.743 -2.466
H 0.653 -0.426 -3.612
H -4.370 -0.276 -5.197
```

The LUMO energy (spin up / spin down) comes out at -0.069 / -0.174 hartree. Its total charge is +1. For the HOMO-LUMO gap (spin up / spin down), the calculation gives 5.708 / 6.304 eV. The energy relative to the best compared isomer or geometry (same formula, charge and spin) comes out at 116.9 kcal per mole. As for the multiplicity: 8.

Here are the Mulliken charges for atoms 1 to 8, given in e: number 1, Gd, carries -0.542; number 2, Cl, carries -0.146; number 3, Si, carries 0.372; number 4, O, carries -0.129; number 5, O, carries 0.735; number 6, N, carries 1.568; number 7, N, carries 1.590; number 8, C, carries -0.982

DFT (wB97M-V/def2-TZVPD) results for a molecular structure, C34H60BKO38 at a distorted geometry.

```
134
C34H60BKO38 wB97M-V/def2-TZVPD
K 4.085 -1.195 3.447
O 0.774 9.766 1.186
O -4.093 3.499 4.591
O 1.889 -4.714 -3.566
O -4.135 -3.500 -4.783
O -1.512 4.983 -1.477
O -0.809 -6.728 2.796
O -4.124 -5.123 -6.153
O -3.729 -1.381 1.226
O -2.710 5.000 0.396
O 2.853 -2.913 2.012
O 0.524 2.172 -2.815
O 0.497 -5.417 4.112
O -1.864 -0.334 1.832
O -0.985 -4.616 2.625
O 0.972 3.303 1.562
O 0.550 -0.111 1.812
O 5.517 0.243 1.823
O 2.493 0.939 2.248
O 0.093 8.365 2.810
O 3.402 -2.995 -3.452
O 1.806 1.309 -1.179
O -4.932 -3.665 -1.065
O -2.720 5.024 3.747
O -2.479 -0.835 -1.571
O 2.628 2.085 -3.146
O -3.903 -3.058 -7.004
O 6.041 2.055 0.527
O 7.587 0.658 0.955
O -2.118 6.914 -0.384
O 3.297 -4.795 0.864
O -1.917 3.029 4.303
O 3.266 -2.926 -0.212
O -0.683 1.780 1.154
O -5.934 -4.491 0.801
O 1.377 -2.718 -2.778
O -4.071 -5.351 -0.143
O -0.813 -0.232 -0.213
O 1.477 7.726 1.114
C -3.914 -2.176 -4.331
C 1.675 1.817 -2.285
C -2.088 5.614 -0.615
C -5.656 -2.472 -1.111
C -2.974 3.813 4.227
C -0.386 -7.923 3.426
C 0.313 10.873 1.941
C 6.284 0.913 1.173
C 1.352 0.916 1.883
C 0.725 8.559 1.799
C 3.105 -5.630 1.988
C 3.903 1.527 -2.951
C 8.263 -0.347 1.731
C -4.139 -5.809 -7.374
C 3.048 -1.518 -0.334
C 4.715 2.558 0.516
C -1.477 5.542 3.332
C -3.930 -6.415 0.790
C -2.046 -0.634 -0.465
C -0.699 1.993 -2.126
C -1.518 7.794 -1.320
C -2.697 -0.824 0.928
C -5.072 -4.514 -0.055
C -0.363 -5.570 3.281
C 0.046 -3.006 -2.445
C 1.439 6.342 1.478
C 4.400 -3.732 -4.125
C -3.095 3.646 0.346
C 3.092 -3.517 0.966
C -0.562 -3.243 2.796
C 2.176 -3.569 -3.317
C -2.154 1.613 4.248
C -4.009 -3.823 -6.062
C 0.547 2.177 1.529
B -0.707 0.300 1.150
H 5.346 -3.218 -3.975
H 7.893 -0.404 2.752
H 3.508 -6.617 1.787
H 0.964 11.725 1.754
H -0.668 11.186 1.577
H -1.248 1.079 3.986
H -0.020 -8.636 2.690
H 0.076 -3.775 -1.667
H 3.343 -1.231 -1.340
H -2.978 -6.941 0.786
H -3.300 -5.547 -8.022
H -0.515 -3.475 -3.255
H 9.327 -0.144 1.655
H -6.717 -2.640 -0.925
H 1.991 -1.271 -0.244
H 1.186 6.128 2.518
H 3.986 1.796 0.234
H -4.123 -6.883 -7.211
H -1.453 2.718 -2.420
H -2.124 8.650 -1.624
H -2.586 3.070 -0.431
H -1.590 6.571 2.991
H 4.338 3.025 1.427
H 2.061 -5.560 2.287
H 3.961 0.451 -3.117
H -2.726 3.057 1.188
H 4.248 -3.661 -5.208
H 3.656 -0.970 0.386
H -0.496 -2.140 -2.080
H -2.531 1.452 5.261
H 0.473 -3.155 3.131
H -4.177 3.544 0.314
H 3.664 -5.253 2.849
H 4.340 -4.801 -3.926
H -4.543 -7.258 0.451
H -2.983 1.361 3.590
H -5.013 -5.586 -7.991
H -1.259 -8.354 3.921
H 4.547 1.997 -3.694
H -4.844 -1.611 -4.275
H 8.134 -1.306 1.225
H 2.446 5.929 1.444
H -3.112 -1.591 -4.776
H -5.580 -1.957 -2.068
H 0.352 -7.849 4.225
H 0.726 5.806 0.856
H -0.684 8.281 -0.813
H -0.497 2.112 -1.063
H -1.206 -2.742 3.512
H -3.654 -2.417 -3.299
H 4.317 1.779 -1.975
H -0.788 5.524 4.176
H -4.264 -6.068 1.764
H -5.234 -1.737 -0.426
H -1.137 1.008 -2.286
H -1.047 5.107 2.427
H -0.502 -2.835 1.790
H 0.203 10.684 3.006
H 4.600 3.336 -0.239
H -1.280 7.232 -2.222
```

The LUMO energy comes out at -0.040 hartree. For the HOMO-LUMO gap, the calculation gives 8.909 eV. The energy relative to the best compared isomer or geometry (same formula, charge and spin) comes out at 23.4 kcal per mole.

Here are the Mulliken charges for atoms 1 to 8, given in e: number 1, K, carries 1.090; number 2, O, carries -0.345; number 3, O, carries -0.630; number 4, O, carries -0.608; number 5, O, carries -0.114; number 6, O, carries -0.543; number 7, O, carries -0.213; number 8, O, carries -0.317

DFT (wB97M-V/def2-TZVPD) results for a molecular structure, C34H60CoN2O2Si at a distorted geometry.

```
100
C34H60CoN2O2Si wB97M-V/def2-TZVPD
Co 0.116 0.270 -0.005
Si 0.364 2.043 -3.059
O 0.883 -2.267 -1.661
O -1.491 -1.965 -5.204
N -1.230 1.344 0.653
N 1.545 1.047 0.852
C -5.054 -0.069 1.761
C 0.260 0.478 -2.017
C 4.832 -0.702 0.460
C -0.956 2.646 0.895
C -1.301 2.305 -3.872
C -3.229 0.778 -1.438
C 0.339 3.105 1.154
C 1.564 1.640 -4.473
C -2.505 0.797 0.999
C -0.929 -1.143 -6.230
C -2.811 -1.681 -4.741
C -3.586 -2.984 -4.681
C -2.141 3.571 0.935
C 1.493 2.319 1.292
C 3.894 -1.247 2.613
C 3.118 -3.265 -2.101
C 3.745 0.123 0.169
C 2.783 -0.450 2.348
C 2.731 2.886 1.919
C -2.827 0.665 2.371
C -0.247 -3.266 -1.826
C -4.091 0.204 2.730
C -0.273 -1.448 0.776
C 2.689 0.216 1.107
C 1.702 -0.338 3.377
C 3.750 0.868 -1.124
C -4.742 0.093 0.414
C -1.841 1.032 3.439
C -3.480 0.528 0.013
C -0.058 -4.146 -3.031
C -0.992 -1.904 -7.542
C 0.958 3.548 -2.137
C 4.916 -1.374 1.677
C 2.087 -2.267 -2.575
H -0.149 -3.569 -3.958
H -1.155 2.972 -4.735
H 2.550 3.928 2.200
H -2.237 0.747 4.422
H 0.161 3.957 -1.502
H 1.289 0.115 -2.116
H -1.648 2.115 3.462
H -0.400 -0.241 -2.532
H -3.889 0.149 -2.051
H 2.489 -1.250 -2.565
H 0.629 -1.337 -1.167
H -2.035 -2.014 -7.861
H -3.675 -3.428 -5.679
H -1.110 -1.896 0.231
H 1.244 4.318 -2.867
H -0.890 -4.858 -3.058
H 1.832 3.354 -1.502
H 3.592 2.866 1.235
H 1.098 0.950 -5.195
H -1.439 -0.165 -6.305
H -0.441 -1.365 -8.313
H 3.142 1.777 -1.100
H -2.720 3.514 -0.002
H -2.014 2.769 -3.176
H -2.737 -1.256 -3.726
H -3.322 -0.951 -5.393
H -3.428 1.825 -1.715
H -0.561 -2.908 -7.438
H 0.123 -0.971 -5.954
H 3.912 -3.320 -2.858
H 2.680 -4.263 -1.975
H -1.718 1.350 -4.232
H -0.561 -1.330 1.823
H -2.196 0.558 -1.736
H 3.944 -1.769 3.571
H 2.495 1.178 -4.109
H 2.077 -0.699 4.345
H -3.107 -3.724 -4.030
H 3.026 2.337 2.826
H 4.778 1.162 -1.384
H -1.168 -2.677 -1.898
H 5.625 -0.801 -0.282
H 0.888 -4.699 -3.012
H -4.591 -2.807 -4.297
H -0.240 -3.813 -0.878
H 0.453 4.174 1.340
H 0.592 -2.119 0.718
H -1.808 4.605 1.078
H 5.789 -1.986 1.904
H -6.051 -0.389 2.058
H -2.826 3.310 1.759
H -0.871 0.525 3.319
H -4.317 0.090 3.790
H 3.597 -2.946 -1.162
H 1.690 -2.448 -3.579
H 1.819 2.577 -4.992
H -5.484 -0.100 -0.358
H 0.829 -0.950 3.115
H 3.402 0.238 -1.954
H 1.369 0.699 3.522
```

The LUMO energy (spin up / spin down) comes out at 0.018 / 0.018 hartree. For the HOMO-LUMO gap (spin up / spin down), the calculation gives 6.526 / 7.642 eV. As for the multiplicity: 4.

Here are the Mulliken charges for atoms 1 to 8, given in e: number 1, Co, carries -1.026; number 2, Si, carries -0.208; number 3, O, carries 0.800; number 4, O, carries -0.136; number 5, N, carries 2.261; number 6, N, carries 2.111; number 7, C, carries -0.882; number 8, C, carries 1.257